(1)
C13H22FI2OP2Ti | ωB97M-V/def2-TZVPD

## Properties
* total charge: +3
* energy above the lowest of the compared OMol25 structures with the same formula, charge and spin: 0.0 kcal/mol
* Kohn-Sham gap: 0.188 Eh
* HOMO energy: -18.703 eV

```
42
Properties=species:S:1:pos:R:3:forces:R:3
I 0.72950 -3.26966 0.00294 0.0245 0.1716 0.6195
I 0.00808 -2.19744 -2.28543 -0.1629 0.4161 -0.2009
Ti 0.33664 0.48334 0.83611 1.5829 3.1074 -4.1014
P 2.62025 0.34511 -0.46759 1.5878 0.9979 -1.5234
C 3.93507 1.09425 0.55860 -0.3878 -0.1996 0.7115
C 3.52412 -1.03025 -1.27874 -0.7423 -0.6407 0.5906
H 4.57028 -0.72361 -1.49317 -0.7447 -0.1311 0.2379
H 3.59881 1.39549 -2.43357 -0.3033 -0.0732 0.2954
H 2.98112 -1.28361 -2.19984 0.3369 0.0379 0.2184
H 1.85660 1.02467 -2.61188 0.1373 0.3116 -0.1689
H 3.98701 0.47434 1.46012 0.4415 0.2107 0.0609
H 3.46166 -1.88190 -0.59499 0.5194 -0.1112 -0.3376
C 2.61518 1.44019 -1.93978 -0.6428 0.1393 0.1553
H 4.88665 1.04738 0.01684 -0.2329 -0.0773 0.0756
H 2.37809 2.47643 -1.68252 0.0251 -0.2293 -0.1716
H 3.72337 2.12947 0.85078 0.0709 -0.4268 -0.2151
P -2.08860 0.02897 0.67502 -3.2939 0.1320 -0.4978
C -2.97968 0.76990 2.08550 0.6618 0.1410 0.5904
C -2.76695 0.99710 -0.73487 0.6173 0.2109 -0.4446
H -2.81141 -1.71360 -0.77603 -0.1926 0.0227 0.2350
H -3.97494 -1.58738 0.61012 0.7259 0.2646 -0.0783
H -2.35828 -2.40927 0.76651 -0.3784 0.1266 0.0749
C -2.90589 -1.57511 0.30916 0.7670 -0.6310 0.0069
H -2.11682 0.75030 -1.58087 -0.3429 0.1352 -0.2707
H -3.81451 0.73092 -0.98901 0.6264 -0.1285 0.4180
H -4.03279 0.46476 2.14113 0.3152 -0.0883 -0.2311
H -2.92131 1.86021 2.01224 -0.0222 -0.1196 -0.0513
H -2.71905 2.07372 -0.56009 0.0013 -0.0984 0.0873
H -2.47483 0.48712 3.01115 -0.3011 -0.0210 0.1898
C 0.35982 -0.34430 2.63130 0.0356 -5.3899 11.1030
O 0.37205 -0.85287 3.70405 -0.1028 3.4904 -7.3180
F 2.79282 5.68198 0.08871 -1.8857 -1.9186 0.8750
C 1.91071 4.66935 0.40007 1.6912 1.5559 -0.7107
C 0.89678 4.40594 -0.52757 -0.8462 -0.5358 -0.0844
C 0.11055 3.25936 -0.34398 0.3849 1.1166 -0.0374
C 0.36660 2.47048 0.78091 -0.1560 -1.9846 -0.0254
C 1.36896 2.76253 1.73374 -0.2111 0.5523 -0.4197
C 2.14440 3.91492 1.55523 -0.1108 -0.2777 0.2603
H 0.71174 5.07225 -1.37490 0.2743 -0.1637 0.2929
H -0.69283 3.00844 -1.03603 0.3018 0.1294 0.0128
H 1.49415 2.15037 2.62702 0.2443 0.0254 0.1194
H 2.91862 4.20756 2.27405 -0.3130 -0.0494 -0.3424
```
Forces are in eV/Å.

Here are the Mulliken charges for atoms 1 to 6, given in e:
1. I 0.157
2. I 0.123
3. Ti -0.324
4. P 0.983
5. C -1.200
6. C -0.967

(2)
C13H22FI2OP2Ti | ωB97M-V/def2-TZVPD

## Properties
* total charge: +3
* energy above the lowest of the compared OMol25 structures with the same formula, charge and spin: 109.7 kcal/mol
* Kohn-Sham gap (alpha / beta): 0.199 / 0.194 Eh
* HOMO energy (alpha / beta): -18.950 / -18.807 eV

```
42
Properties=species:S:1:pos:R:3:forces:R:3
I -3.32164 0.61602 -0.91995 2.0555 -0.1110 0.3381
I 2.16920 0.80198 -0.32807 -0.7258 0.8430 0.7288
Ti -0.58215 0.57880 -0.86273 -0.8118 -0.7425 1.5645
P -0.57566 -1.84802 -0.99415 -0.8456 -0.5778 -1.3077
C -0.85866 -2.72818 0.54150 1.5060 1.5677 1.3729
C -1.87956 -2.41942 -2.06970 -0.4117 -0.6062 -0.4411
H -1.65873 -3.47719 -2.28782 -0.3439 0.2639 -0.1027
H 0.77598 -3.48345 -1.98036 0.1183 -0.0661 -0.2861
H -1.88566 -1.84160 -3.00399 -0.0088 -0.2431 0.1628
H 1.17169 -1.85535 -2.63389 -0.1612 -0.1671 -0.1317
H -1.73799 -2.36267 1.04904 -0.6030 -0.3185 -0.0212
H -2.86324 -2.32104 -1.58641 0.3693 -0.1291 -0.1825
C 0.91602 -2.42913 -1.74265 0.8690 -0.6781 -0.1208
H -0.76235 -3.75570 0.41044 -0.4980 -2.0528 -0.2797
H 1.75979 -2.36598 -1.05737 -0.3281 -0.1912 -0.4996
H -0.01657 -2.49284 1.30331 -1.3135 -1.0450 -1.2534
P -0.59895 3.04344 -0.99172 -0.2572 1.1590 -0.9000
C -0.80883 3.89509 0.58046 -0.0265 -0.1153 0.6959
C 0.91378 3.68284 -1.72591 0.6049 0.0601 -0.1974
H -1.91144 3.06385 -3.01040 -0.0181 0.3328 0.2161
H -1.68724 4.70843 -2.31153 -0.1946 -0.2687 0.0148
H -2.88613 3.55369 -1.59586 0.4421 0.1728 -0.2116
C -1.89982 3.65432 -2.08019 -0.3863 0.0126 -0.2625
H 1.15275 3.11505 -2.64129 -0.0748 0.3543 0.1945
H 0.75157 4.74187 -1.98370 0.2454 -0.3271 0.0643
H -0.79858 4.98825 0.40441 -0.0024 -0.5051 0.0459
H 0.00956 3.62279 1.27020 -0.3041 0.2429 -0.2315
H 1.76165 3.58400 -1.02447 -0.3743 0.2869 -0.3077
H -1.76816 3.60141 1.04092 0.3407 0.2270 -0.1733
C -0.84883 0.65282 1.11530 -3.0119 3.1278 10.1116
O -1.08672 0.84995 2.31395 1.5919 -0.8641 -9.4943
F 3.08282 -2.78243 4.22896 -2.3169 1.5574 -3.5302
C 2.31331 -2.21816 3.19531 1.7782 -0.3541 3.3118
C 2.76466 -2.20356 1.87744 -0.4395 -0.4903 1.6117
C 2.04135 -1.59023 0.88057 4.0227 -0.9628 -1.0391
C 0.76937 -0.88611 1.01510 0.4637 0.2942 1.9919
C 0.31791 -1.12654 2.55263 -0.4887 0.7358 2.2133
C 1.09283 -1.59488 3.57695 1.2522 -0.8523 -2.2197
H 3.73658 -2.64111 1.75440 0.3215 -0.1396 -0.6232
H 2.87005 -1.61104 0.04333 -2.7519 0.3059 0.8483
H -0.69772 -1.01238 3.09768 1.2233 0.2383 -2.3684
H 0.76371 -1.70763 4.58025 -0.5060 0.0255 0.6984
```
Forces are in eV/Å.

Here are the Mulliken charges for atoms 1 to 6, given in e:
1. I 0.102
2. I 0.380
3. Ti -0.445
4. P 1.361
5. C -1.164
6. C -1.177

(3)
C13H22FINO6S | ωB97M-V/def2-TZVPD

## Properties
* multiplicity: 2
* Kohn-Sham gap (alpha / beta): 0.330 / 0.341 Eh
* HOMO energy (alpha / beta): -9.097 / -9.651 eV

```
45
Properties=species:S:1:pos:R:3:forces:R:3
C -1.99596 -0.57963 -1.64222 0.2667 0.6061 0.1472
C -0.87102 -1.05394 -0.49661 0.0090 1.5251 -2.6887
C 0.46222 -1.48994 -1.36418 -0.1257 0.2120 -0.4830
C -0.52294 0.29936 0.35570 0.0476 0.9029 0.0839
C 0.23644 0.05624 1.78569 -1.9585 -0.6646 -0.7908
I 2.41905 -0.22915 1.62375 -1.0487 0.1181 -0.0091
S 0.01724 1.59224 2.89945 -2.2259 -0.3324 6.1835
C 1.03696 3.06383 2.23137 0.2825 -0.1912 -0.4420
O -1.48124 1.94477 3.06808 4.4063 -0.8128 -1.8388
O 0.57320 1.15334 4.30975 -0.9704 1.4519 -5.1184
C -0.53751 -1.17452 2.54004 -0.6647 0.7137 0.6944
C -0.87611 -2.47093 1.59800 0.0581 -2.0905 2.3763
C -1.99822 -3.36256 2.46333 0.3782 0.4237 0.9119
C 0.45476 -3.46017 1.49757 -0.1597 -0.6960 0.5213
N -1.52520 -2.16847 0.27395 -1.1135 1.9179 1.3486
O -2.86246 -2.06430 0.34196 2.8640 -0.3756 -0.2991
H -2.42357 -1.51128 -2.23890 0.9332 2.0729 1.4070
H -2.87132 0.06893 -1.15599 1.8899 -1.7718 -1.0149
H -1.44293 0.15072 -2.38004 -0.9528 -1.5148 1.2976
H 0.12645 -2.25180 -2.21869 0.8725 1.5157 2.0158
H 1.35272 -1.89484 -0.72196 -1.8985 0.6179 -1.2561
H 0.87942 -0.51091 -1.90533 -1.0264 -2.1148 1.2148
H -1.54478 0.88682 0.54216 2.2153 -1.3513 -0.0270
H 0.16589 1.01910 -0.29663 -1.5259 -1.6724 1.1992
H 0.62465 4.05115 2.72075 0.6825 -2.2814 -0.8493
H 2.15806 2.83737 2.53085 -2.5019 0.5203 -0.6686
H 0.88061 3.07247 1.07038 0.4305 0.0917 2.2106
H 0.03918 -1.48945 3.52705 -1.1333 0.5511 -2.2918
H -1.58354 -0.73912 2.91272 2.2291 -0.7167 -0.9189
H -2.38761 -4.26915 1.81626 0.7602 2.0141 1.3631
H -1.45700 -3.77223 3.44514 -1.0056 0.7874 -2.2624
H -2.88105 -2.67782 2.87738 1.8348 -1.5917 -1.2905
H 0.17377 -4.52399 1.96118 0.4789 2.3531 -1.0963
H 0.80223 -3.67553 0.40155 -0.5237 0.6761 2.1699
H 1.31499 -3.04371 2.20170 -1.7378 -0.8209 -1.8613
C 1.67083 3.27449 -4.51594 -0.0004 0.5904 -1.1625
C 1.39414 1.93442 -3.92487 0.3046 -0.8207 -0.2955
O 1.76252 2.08811 -2.57300 -0.4895 0.7770 0.0517
C 1.55107 3.40528 -2.29547 -0.0423 1.5635 2.6455
O 1.49201 3.86618 -1.16766 0.1468 -1.1086 -2.5925
O 1.40530 4.14674 -3.43584 -0.0113 -0.5010 1.1425
F 2.18802 0.99018 -4.47788 -0.0723 -0.2643 -0.0430
H 2.71354 3.39210 -4.82949 -0.0790 -0.2698 0.0824
H 1.02145 3.49569 -5.36727 0.0369 0.1086 0.2580
H 0.34575 1.62390 -3.98779 0.1404 -0.1479 -0.0249
```
Forces are in eV/Å.

Here are the Mulliken charges for atoms 1 to 6, given in e:
1. C -0.939
2. C 0.808
3. C -0.884
4. C -0.402
5. C -0.415
6. I 0.157

In the order shown, the computed E_tot values come out to -2810.06873, -2809.89387, -1810.21858 Eh.